(1)
{"formula": "C30H23BrN6O5Tl", "method": "ωB97M-V/def2-TZVPD", "species": ["Tl", "Br", "C", "C", "C", "C", "O", "C", "C", "N", "C", "C", "C", "C", "C", "C", "C", "C", "N", "C", "C", "H", "H", "H", "H", "H", "H", "H", "H", "H", "H", "O", "C", "N", "C", "O", "C", "C", "C", "C", "C", "N", "C", "C", "C", "C", "C", "N", "H", "H", "H", "H", "H", "H", "H", "H", "N", "C", "C", "O", "O", "H", "H", "H", "H", "H"], "coordinates": [[0.272983, -1.520553, -0.560770], [-3.679448, 5.018865, -2.145816], [-2.459572, 3.554225, -2.071149], [-2.323856, 2.703546, -3.182456], [-1.418070, 1.674247, -3.144185], [-0.608620, 1.413624, -1.997030], [0.303714, 0.514847, -2.013542], [-0.834298, 2.232596, -0.869272], [-0.225019, 1.962995, 0.403409], [0.377197, 0.879404, 0.718093], [0.819348, 0.644831, 2.028686], [0.212610, 1.106198, 3.177987], [0.720243, 0.818033, 4.462736], [1.831606, 0.042091, 4.616362], [2.453730, -0.502259, 3.467028], [3.564852, -1.369876, 3.559332], [4.095037, -1.913584, 2.428443], [3.508079, -1.577838, 1.187102], [2.499574, -0.763260, 1.057297], [1.951455, -0.217420, 2.175733], [-1.728254, 3.317826, -0.938792], [-2.934510, 2.867809, -4.061586], [-1.296513, 1.006686, -3.990525], [-0.304187, 2.786499, 1.121658], [-0.709500, 1.665715, 3.103857], [0.200897, 1.204647, 5.331428], [2.228159, -0.192340, 5.598241], [3.974229, -1.597007, 4.537823], [4.940339, -2.588367, 2.464902], [3.897233, -2.008587, 0.267029], [-1.865693, 3.941779, -0.062735], [-4.408193, -1.404147, -1.300759], [-3.188382, -1.294847, -1.366617], [-2.317795, -1.086191, -0.363126], [-2.715562, -0.424246, 0.751626], [-3.470092, 0.532813, 0.822824], [-2.133618, -0.944472, 2.060676], [-2.727374, -0.541431, 3.252856], [-2.258563, -1.067327, 4.441062], [-1.196076, -1.961620, 4.409359], [-0.647342, -2.278015, 3.177792], [-1.112115, -1.797128, 2.027440], [-2.552819, -1.449732, -2.736781], [-3.313111, -1.130723, -3.858126], [-2.725187, -1.216351, -5.104854], [-1.403503, -1.637519, -5.200156], [-0.732909, -1.955730, -4.032900], [-1.289987, -1.860897, -2.825412], [-3.538788, 0.170858, 3.203513], [-2.707732, -0.782178, 5.384647], [-0.789127, -2.390644, 5.316836], [0.206840, -2.944742, 3.107153], [-4.337128, -0.816114, -3.715725], [-3.282166, -0.949935, -5.995165], [-0.901239, -1.712803, -6.155600], [0.298658, -2.293521, -4.059249], [2.987451, 1.492131, -0.930371], [3.857954, 1.361243, -2.082342], [4.104267, -0.084610, -2.438145], [4.751137, -0.416605, -3.396811], [3.577880, -0.992155, -1.614864], [2.992157, 2.427950, -0.550490], [3.138016, -0.542421, -0.874196], [2.016642, 1.266171, -1.172076], [4.843048, 1.770228, -1.853722], [3.510998, 1.849349, -2.997565]], "forces_ev_per_a": [[-0.292, -0.559, -0.369], [0.048, -0.068, 0.000], [0.098, -0.101, -0.017], [0.122, -0.021, 0.151], [-0.120, 0.022, -0.142], [0.495, -0.487, -0.419], [-0.093, 0.162, -0.323], [-0.286, 0.411, 0.436], [-0.022, 0.294, 0.024], [-0.086, -0.429, 0.675], [0.117, 0.340, -0.051], [-0.085, 0.101, -0.083], [0.036, -0.020, -0.130], [-0.034, 0.053, -0.096], [0.000, -0.045, 0.029], [0.080, -0.042, 0.016], [-0.068, 0.042, -0.024], [0.334, -0.335, 0.243], [0.289, 0.062, 0.335], [0.087, 0.033, 0.044], [-0.097, 0.022, 0.027], [0.018, 0.000, -0.005], [0.014, 0.089, 0.019], [-0.039, -0.007, 0.224], [-0.017, 0.100, -0.085], [-0.008, 0.010, -0.026], [-0.011, 0.001, -0.040], [-0.009, -0.002, -0.008], [-0.018, 0.009, -0.023], [0.010, -0.054, 0.242], [0.002, 0.003, -0.009], [-0.062, 0.070, 0.052], [-0.014, 0.123, -0.146], [0.141, 0.152, 0.296], [-0.071, -0.331, -0.097], [-0.113, 0.203, 0.020], [0.063, -0.118, -0.077], [-0.005, 0.031, -0.004], [0.033, -0.071, 0.038], [-0.028, 0.038, 0.016], [-0.041, 0.053, -0.033], [-0.034, 0.008, 0.066], [0.158, -0.111, -0.016], [-0.041, -0.041, -0.069], [0.017, -0.015, -0.015], [-0.051, 0.006, -0.012], [-0.068, -0.008, 0.134], [-0.169, 0.025, -0.244], [-0.016, -0.017, 0.006], [-0.014, -0.002, 0.011], [-0.012, 0.016, -0.033], [0.004, -0.018, -0.015], [0.009, -0.002, 0.010], [-0.005, -0.010, -0.002], [-0.002, -0.004, 0.003], [-0.007, 0.041, 0.028], [-0.180, 0.053, -0.145], [-0.123, 0.245, 0.124], [0.014, -0.334, -0.097], [0.084, 0.023, -0.151], [0.246, -0.130, -0.478], [0.099, 0.018, -0.002], [-0.359, 0.439, 0.310], [0.076, -0.018, -0.042], [0.031, 0.089, 0.006], [-0.026, 0.010, -0.057]], "nbo_charge": [0.755, -0.005, -0.155, -0.214, -0.238, 0.418, -0.805, -0.252, 0.201, -0.514, 0.143, -0.250, -0.192, -0.215, -0.107, -0.153, -0.253, 0.047, -0.452, 0.219, -0.155, 0.214, 0.210, 0.151, 0.225, 0.210, 0.204, 0.206, 0.214, 0.214, 0.210, -0.640, 0.634, -0.759, 0.644, -0.619, 0.132, -0.226, -0.182, -0.262, 0.036, -0.422, 0.147, -0.221, -0.184, -0.273, 0.048, -0.436, 0.247, 0.207, 0.211, 0.192, 0.242, 0.207, 0.212, 0.197, -0.874, -0.337, 0.788, -0.612, -0.715, 0.366, 0.540, 0.418, 0.209, 0.203], "mol_weight_g_mol": 831.84, "orbital_gap_ev": 6.60, "e_homo_ev": -4.51, "charge": -1}



(2)
{"formula": "C30H23CaN3O3P", "method": "ωB97M-V/def2-TZVPD", "species": ["Ca", "O", "C", "N", "C", "O", "C", "C", "C", "C", "C", "N", "C", "C", "C", "C", "C", "N", "H", "H", "H", "H", "H", "H", "H", "H", "O", "P", "C", "C", "C", "C", "C", "C", "C", "C", "C", "C", "C", "C", "C", "C", "C", "C", "C", "C", "H", "H", "H", "H", "H", "H", "H", "H", "H", "H", "H", "H", "H", "H", "H"], "coordinates": [[1.578841, -0.961832, 1.290601], [2.917687, 2.726554, 0.284999], [3.014425, 1.593957, 0.705860], [2.496941, 1.021413, 1.831010], [1.639742, 1.711969, 2.649846], [1.376652, 2.893232, 2.647096], [0.947863, 0.828991, 3.702037], [0.268769, 1.483437, 4.718035], [-0.351945, 0.738332, 5.705475], [-0.282257, -0.644263, 5.638662], [0.400639, -1.218234, 4.582754], [1.012680, -0.511601, 3.630140], [3.835574, 0.611471, -0.148593], [4.848012, 1.155430, -0.926773], [5.622668, 0.315438, -1.705998], [5.343588, -1.043029, -1.709539], [4.299614, -1.500021, -0.931525], [3.558204, -0.701828, -0.154551], [0.257041, 2.563513, 4.701470], [-0.877061, 1.225655, 6.515969], [-0.746027, -1.271152, 6.386543], [0.466472, -2.297745, 4.504700], [4.999741, 2.224104, -0.897464], [6.431489, 0.714216, -2.303571], [5.920732, -1.736650, -2.303524], [4.039739, -2.552470, -0.925462], [-0.457052, -0.268520, 0.746259], [-1.306081, -0.225596, -0.514411], [-0.947105, -1.649439, -1.556492], [0.179449, -1.626665, -2.381448], [0.564485, -2.766794, -3.070498], [-0.173107, -3.936676, -2.942818], [-1.292071, -3.968331, -2.121172], [-1.675955, -2.831778, -1.426354], [-0.875002, 1.244346, -1.439141], [-0.108948, 2.224122, -0.815772], [0.254829, 3.366745, -1.516072], [-0.165503, 3.538701, -2.824444], [-0.944445, 2.567384, -3.448049], [-1.294398, 1.420529, -2.760420], [-3.042750, -0.259748, -0.101724], [-3.433473, -0.036100, 1.213598], [-4.782436, -0.008162, 1.536637], [-5.737970, -0.198606, 0.550695], [-5.350059, -0.419336, -0.766276], [-4.006105, -0.449160, -1.093857], [0.749613, -0.712208, -2.503450], [1.430709, -2.736365, -3.718074], [0.119825, -4.822858, -3.489985], [-1.870916, -4.876934, -2.024627], [-2.552182, -2.863557, -0.789798], [0.223606, 2.112773, 0.208828], [0.876623, 4.104696, -1.028498], [0.115828, 4.430614, -3.368578], [-1.267607, 2.705553, -4.470890], [-1.883698, 0.658358, -3.257539], [-2.686411, 0.117472, 1.982265], [-5.084703, 0.165905, 2.560510], [-6.789318, -0.174868, 0.804075], [-6.092932, -0.567923, -1.538079], [-3.714582, -0.626458, -2.122582]], "forces_ev_per_a": [[-0.104, -0.450, 0.188], [-0.019, 0.076, 0.119], [0.287, 0.056, -0.174], [-0.333, -0.291, -0.200], [0.037, 0.105, 0.144], [-0.013, 0.014, -0.043], [0.113, 0.160, 0.080], [0.012, -0.008, 0.007], [0.023, 0.007, -0.039], [0.013, 0.017, -0.010], [-0.011, -0.169, 0.052], [0.004, 0.249, -0.210], [0.113, 0.283, -0.018], [0.002, -0.069, -0.031], [-0.013, 0.075, 0.025], [-0.013, -0.011, 0.006], [-0.065, -0.138, -0.028], [-0.186, 0.194, 0.203], [-0.021, -0.003, 0.031], [-0.003, 0.006, 0.000], [0.005, -0.011, -0.002], [-0.002, 0.010, -0.025], [0.010, 0.006, 0.000], [0.003, -0.010, -0.007], [-0.006, -0.015, -0.001], [0.014, 0.000, -0.002], [0.081, -0.305, -0.028], [0.207, 0.184, 0.047], [0.001, -0.065, 0.033], [0.069, 0.063, -0.018], [-0.009, -0.019, 0.008], [-0.013, 0.013, 0.018], [0.020, -0.008, -0.024], [-0.068, 0.010, 0.028], [-0.143, -0.020, -0.105], [0.102, 0.037, 0.037], [0.005, 0.008, 0.005], [-0.024, -0.021, -0.022], [0.041, 0.045, 0.031], [-0.035, -0.048, -0.001], [-0.060, 0.036, -0.141], [0.023, 0.006, 0.100], [-0.007, 0.003, 0.014], [0.012, -0.011, -0.050], [0.001, 0.005, 0.018], [-0.014, 0.009, -0.005], [-0.024, 0.035, 0.011], [0.000, -0.003, -0.007], [0.002, -0.002, -0.002], [0.006, -0.007, -0.005], [0.019, 0.014, 0.000], [-0.057, -0.032, -0.010], [-0.004, 0.003, 0.005], [0.001, 0.002, 0.000], [-0.007, -0.009, -0.005], [0.004, -0.006, 0.005], [0.031, -0.005, -0.033], [-0.009, 0.001, -0.003], [-0.003, 0.001, 0.008], [-0.020, 0.002, 0.015], [0.027, 0.001, 0.010]], "nbo_charge": [1.824, -0.562, 0.621, -0.881, 0.633, -0.551, 0.112, -0.201, -0.138, -0.241, 0.041, -0.562, 0.133, -0.205, -0.133, -0.244, 0.038, -0.585, 0.263, 0.234, 0.237, 0.197, 0.260, 0.235, 0.238, 0.198, -1.232, 1.955, -0.461, -0.147, -0.230, -0.178, -0.193, -0.188, -0.486, -0.171, -0.182, -0.175, -0.226, -0.128, -0.381, -0.181, -0.207, -0.174, -0.193, -0.210, 0.223, 0.228, 0.230, 0.230, 0.234, 0.239, 0.246, 0.227, 0.226, 0.207, 0.233, 0.227, 0.229, 0.228, 0.221], "relative_energy_kcal_mol": 7.5, "mol_weight_g_mol": 544.58, "orbital_gap_ev": 8.56, "e_homo_ev": -11.57, "charge": 1}



(3)
{"formula": "C30H23Cl5F3NO5PtSTe", "method": "ωB97M-V/def2-TZVPD", "species": ["Pt", "Cl", "C", "C", "Cl", "C", "Cl", "C", "O", "C", "Cl", "C", "Cl", "F", "C", "F", "F", "S", "O", "O", "O", "C", "C", "C", "C", "C", "C", "Te", "N", "C", "O", "C", "C", "C", "C", "C", "C", "C", "C", "C", "C", "C", "C", "C", "C", "C", "C", "H", "H", "H", "H", "H", "H", "H", "H", "H", "H", "H", "H", "H", "H", "H", "H", "H", "H", "H", "H", "H", "H", "H"], "coordinates": [[-0.438400, 0.178000, -0.341200], [1.000000, -7.060500, 0.178400], [0.309800, -5.522100, 0.011900], [1.131100, -4.399600, -0.228900], [2.823200, -4.585700, -0.343100], [0.558200, -3.151200, -0.353200], [1.493500, -1.748800, -0.624600], [-0.854400, -2.927000, -0.258400], [-1.373700, -1.790800, -0.387800], [-1.653600, -4.096300, 0.004500], [-3.322700, -3.864900, 0.198100], [-1.079000, -5.354000, 0.138500], [-2.073500, -6.705700, 0.474200], [-3.312200, 2.535100, 2.256700], [-2.918300, 1.268700, 2.335300], [-3.232500, 0.652800, 1.201600], [-3.557000, 0.678600, 3.335100], [-1.066900, 1.146500, 2.522600], [-0.720000, 1.275700, 3.892200], [-0.621200, 2.252800, 1.670500], [-0.727200, -0.148500, 1.930300], [6.950900, 6.273100, 2.291500], [5.726100, 5.472900, 1.983500], [5.028800, 4.802200, 2.973700], [3.853000, 4.107300, 2.696100], [3.115900, 3.466000, 3.823900], [3.439000, 4.034100, 1.378000], [1.531300, 2.918000, 0.722100], [0.170700, 2.045400, -0.859600], [-1.044600, 2.593300, -0.979300], [-1.996700, 1.778800, -1.087500], [-1.293000, 4.034500, -0.951200], [-2.607600, 4.452800, -0.729600], [-2.898700, 5.799100, -0.640700], [-1.879100, 6.733800, -0.765700], [-0.572600, 6.326400, -0.999800], [-0.274000, 4.978400, -1.102400], [2.687400, 1.144500, 0.498000], [3.290300, 0.970400, -0.748600], [4.214600, -0.039000, -0.939600], [4.526600, -0.886600, 0.110900], [3.870900, -0.760100, 1.320800], [2.935400, 0.249300, 1.540900], [2.197200, 0.291700, 2.835200], [4.100100, 4.698600, 0.353200], [3.660200, 4.682600, -1.078000], [5.248600, 5.408400, 0.682000], [7.167300, 6.277400, 3.355300], [6.825300, 7.300900, 1.955100], [7.805700, 5.854700, 1.762800], [5.377900, 4.836100, 3.994700], [3.091200, 4.124900, 4.690700], [3.619400, 2.546200, 4.124100], [2.089900, 3.238600, 3.519900], [-3.381100, 3.705300, -0.647700], [-3.915300, 6.126200, -0.486900], [-2.111100, 7.787000, -0.722900], [0.198500, 7.070800, -1.133900], [0.718100, 4.652800, -1.393900], [3.037700, 1.628500, -1.565400], [4.686300, -0.163100, -1.902600], [5.263000, -1.663900, -0.022800], [4.078800, -1.456100, 2.120200], [2.876700, 0.187500, 3.678000], [1.471100, -0.522200, 2.885100], [1.627700, 1.216100, 2.937400], [2.851900, 3.955300, -1.211700], [4.488100, 4.408000, -1.728100], [3.305600, 5.670700, -1.369500], [5.776600, 5.932500, -0.102400]], "forces_ev_per_a": [[-0.366, -0.643, -0.823], [-0.045, 0.183, -0.039], [-0.065, -0.194, 0.073], [-0.022, 0.790, -0.082], [0.062, 0.017, -0.030], [0.549, -0.192, 0.045], [0.309, -0.307, -0.101], [-0.171, 0.312, -0.042], [0.024, -0.577, 0.334], [-0.406, -0.530, 0.145], [0.121, 0.029, -0.070], [-0.547, 0.294, -0.011], [0.092, 0.062, -0.033], [0.188, -0.026, 0.100], [-0.050, -0.065, -0.016], [-0.216, -0.109, -0.198], [0.224, -0.008, 0.067], [-0.465, 0.740, 0.761], [-0.142, -0.086, 0.565], [-0.353, 0.302, 0.335], [0.013, -0.535, -0.946], [0.069, -0.033, -0.043], [-0.094, -0.020, -0.017], [-0.138, 0.008, -0.216], [-0.042, -0.106, 0.158], [-0.176, -0.085, 0.032], [-0.160, 0.259, 0.141], [1.267, -0.193, -0.335], [0.948, -0.290, 0.299], [-0.571, 0.272, -0.142], [0.112, -0.181, 0.132], [-0.270, 0.452, 0.001], [0.225, -0.088, -0.052], [0.108, 0.118, -0.022], [-0.031, -0.071, -0.057], [-0.004, 0.054, -0.042], [-0.208, -0.156, -0.218], [-0.055, -0.042, 0.010], [-0.097, 0.198, 0.064], [0.047, 0.031, -0.066], [0.022, -0.031, 0.115], [0.132, 0.122, -0.080], [-0.045, 0.218, -0.094], [-0.107, 0.016, 0.101], [0.101, -0.028, -0.163], [-0.163, -0.101, 0.032], [-0.110, -0.109, 0.114], [0.044, 0.019, 0.071], [0.036, 0.067, 0.014], [0.124, 0.029, 0.011], [0.027, 0.035, 0.159], [-0.085, -0.016, -0.007], [-0.115, -0.067, 0.025], [0.071, -0.024, 0.306], [-0.064, -0.052, 0.077], [-0.083, 0.015, 0.036], [0.005, 0.098, 0.074], [0.086, 0.008, -0.020], [-0.041, 0.106, 0.072], [0.000, 0.083, -0.144], [0.047, 0.022, -0.074], [0.065, -0.095, -0.019], [0.028, -0.069, 0.105], [-0.006, 0.069, 0.098], [0.091, 0.013, 0.018], [0.147, -0.136, 0.213], [0.176, 0.223, -0.359], [-0.013, -0.030, -0.087], [-0.089, -0.015, -0.122], [0.052, 0.041, -0.131]], "mulliken_spin": [1.557, 0.071, 0.252, -0.052, -0.004, 0.127, 0.084, 0.148, 0.349, 0.181, 0.052, -0.081, -0.011, 0.000, 0.016, 0.005, 0.003, 0.010, 0.007, 0.054, 0.090, 0.004, 0.000, 0.018, -0.089, 0.068, 0.211, 1.086, 0.553, 0.001, 0.227, -0.026, 0.009, 0.005, -0.002, 0.016, 0.020, 0.158, -0.064, 0.001, -0.001, 0.007, -0.084, 0.003, -0.009, 0.051, 0.035, 0.000, 0.000, 0.000, 0.003, 0.001, 0.002, -0.018, 0.003, 0.000, 0.000, 0.000, -0.026, -0.008, 0.000, 0.000, 0.000, 0.001, 0.001, -0.008, -0.008, 0.000, -0.002, 0.005], "spin_multiplicity": 6, "relative_energy_kcal_mol": 5.8, "mol_weight_g_mol": 1066.52, "s_squared": 8.82, "orbital_gap_ev": [8.21, 5.54], "e_homo_ev": [-10.82, -11.62], "charge": 1}